C15H27NO2 in the gas phase. Source: the OMol25 dataset; level of theory: ωB97M-V/def2-TZVPD.

Cartesian coordinates (Å):
N (5.469, 0.067, 1.074)
C (4.137, -0.501, 1.102)
C (3.495, -0.696, -0.293)
O (4.375, -1.434, -1.120)
C (3.195, 0.626, -1.029)
O (1.837, 0.966, -1.064)
C (1.315, 1.463, 0.152)
C (-0.127, 1.917, -0.069)
C (-1.199, 0.813, -0.044)
C (-2.541, 1.442, -0.440)
C (-3.649, 0.390, -0.430)
C (-3.307, -0.719, -1.423)
C (-1.981, -1.360, -1.023)
C (-2.105, -1.954, 0.379)
C (-2.451, -0.843, 1.369)
C (-3.779, -0.202, 0.972)
C (-1.346, 0.213, 1.359)
C (-0.874, -0.307, -1.035)
H (6.035, -0.442, 0.401)
H (5.440, 1.033, 0.766)
H (3.500, 0.133, 1.722)
H (4.213, -1.482, 1.587)
H (2.544, -1.240, -0.180)
H (4.552, -2.286, -0.703)
H (3.492, 0.492, -2.072)
H (3.784, 1.450, -0.597)
H (1.923, 2.323, 0.479)
H (1.368, 0.700, 0.939)
H (-0.373, 2.654, 0.699)
H (-0.157, 2.415, -1.039)
H (-2.791, 2.246, 0.256)
H (-2.460, 1.878, -1.438)
H (-4.597, 0.860, -0.717)
H (-4.100, -1.471, -1.429)
H (-3.231, -0.304, -2.431)
H (-1.730, -2.155, -1.735)
H (-2.883, -2.720, 0.393)
H (-1.164, -2.429, 0.667)
H (-2.537, -1.265, 2.377)
H (-4.041, 0.583, 1.685)
H (-4.574, -0.950, 0.990)
H (-0.408, -0.249, 1.674)
H (-1.584, 1.004, 2.075)
H (0.077, -0.771, -0.773)
H (-0.763, 0.114, -2.036)

* gap between HOMO and LUMO: 9.95 eV
* total energy: -21578.8475 eV
* SMILES: NC[C@H](O)COCC[C@]12C[C@H]3C[C@H](C[C@H](C3)C1)C2
* molecular weight: 253.39 g mol⁻¹

Results of the Mulliken charge analysis, in e, for atoms 1 through 4: atom 1 (N): -0.633, atom 2 (C): -0.925, atom 3 (C): 0.628, atom 4 (O): -0.620

=====

C3H4N4S in the gas phase. Source: the OMol25 dataset; level of theory: ωB97M-V/def2-TZVPD.

Cartesian coordinates (Å):
C (-0.934, -2.153, -0.126)
C (-0.220, -0.845, 0.169)
N (0.988, -0.574, 0.096)
N (1.456, 0.650, 0.079)
C (0.562, 1.673, 0.142)
S (0.941, 3.362, 0.353)
N (-0.786, 1.466, -0.121)
N (-1.111, 0.217, -0.138)
H (-0.178, -2.857, -0.324)
H (-1.738, -1.891, -1.025)
H (-1.419, -2.488, 0.802)
H (2.438, 3.441, 0.095)

* gap between HOMO and LUMO: 8.45 eV
* total energy: -19967.5734 eV
* SMILES: Cc1nnc(S)nn1
* molecular weight: 128.16 g mol⁻¹

Results of the Mulliken charge analysis, in e, for atoms 1 through 4: atom 1 (C): -0.864, atom 2 (C): 0.624, atom 3 (N): -0.194, atom 4 (N): -0.437

=====

C18H21IN9O3SSc as an isolated structure. Source: the OMol25 dataset; level of theory: ωB97M-V/def2-TZVPD.

Cartesian coordinates (Å):
Sc (-1.420, 0.222, 0.328)
C (-2.724, -2.732, 4.995)
N (-2.515, -1.486, 4.278)
C (-2.152, -0.372, 5.141)
C (-2.360, -1.368, 2.947)
N (-1.727, -0.373, 2.380)
N (-2.964, -2.341, 2.164)
C (-3.021, -2.474, 0.797)
N (-3.723, -3.537, 0.371)
N (-2.448, -1.633, -0.015)
H (-3.402, -2.568, 5.831)
H (-1.770, -3.089, 5.391)
H (-3.143, -3.520, 4.379)
H (-2.690, -0.470, 6.082)
H (-2.459, 0.573, 4.690)
H (-1.081, -0.354, 5.361)
H (-1.264, 0.201, 3.091)
H (-3.513, -3.017, 2.681)
H (-4.127, -4.222, 0.990)
H (-3.841, -3.706, -0.615)
H (-2.583, -1.936, -0.981)
I (-1.025, 3.051, 1.396)
C (-2.427, 2.942, -0.233)
C (-3.186, 4.045, -0.554)
C (-4.035, 3.947, -1.652)
C (-4.052, 2.760, -2.374)
C (-3.253, 1.708, -1.963)
N (-2.448, 1.769, -0.884)
H (-3.118, 4.951, 0.029)
H (-4.656, 4.783, -1.934)
H (-4.681, 2.651, -3.243)
H (-3.239, 0.777, -2.518)
O (7.042, 2.868, -3.990)
S (6.126, 2.069, -4.761)
O (4.770, 2.529, -4.844)
O (6.620, 1.253, -5.832)
C (5.972, 0.712, -3.436)
N (7.021, 0.048, -3.064)
C (6.850, -0.827, -2.088)
C (5.614, -0.966, -1.452)
C (4.567, -0.178, -1.929)
N (4.771, 0.648, -2.964)
C (3.197, -0.133, -1.408)
C (2.684, -1.011, -0.451)
C (1.375, -0.864, -0.035)
N (0.544, 0.083, -0.505)
C (1.037, 0.919, -1.442)
C (2.332, 0.847, -1.912)
H (7.718, -1.404, -1.800)
H (5.506, -1.640, -0.620)
H (3.289, -1.800, -0.039)
H (0.958, -1.533, 0.715)
H (0.353, 1.676, -1.826)
H (2.700, 1.523, -2.673)

* gap between HOMO and LUMO: 2.80 eV
* total energy: -78182.0782 eV
* molecular weight: 615.35 g mol⁻¹
* charge: +2

Results of the Mulliken charge analysis, in e, for atoms 1 through 4: atom 1 (Sc): 0.706, atom 2 (C): -0.905, atom 3 (N): 0.039, atom 4 (C): -1.190

=====

C12H16ClN3O5S in the gas phase. Source: the OMol25 dataset; level of theory: ωB97M-V/def2-TZVPD.

Cartesian coordinates (Å):
O (-4.971, -2.354, -0.755)
N (-5.511, -1.342, -0.372)
O (-6.700, -1.192, -0.240)
C (-4.637, -0.234, -0.034)
C (-3.344, -0.549, 0.374)
C (-2.470, 0.457, 0.716)
S (-0.808, 0.011, 1.241)
O (-0.133, 1.216, 1.632)
O (-0.910, -1.065, 2.178)
N (-0.200, -0.562, -0.210)
C (0.557, -1.798, -0.118)
C (1.902, -1.536, 0.574)
N (2.560, -0.421, -0.090)
C (3.525, -0.838, -1.092)
C (4.005, 0.395, -1.859)
O (4.579, 1.345, -0.995)
C (3.656, 1.738, -0.005)
C (3.163, 0.545, 0.814)
C (-2.860, 1.784, 0.653)
C (-4.139, 2.106, 0.238)
C (-5.044, 1.103, -0.107)
Cl (-6.605, 1.554, -0.650)
H (-3.037, -1.582, 0.433)
H (0.398, 0.153, -0.611)
H (-0.034, -2.505, 0.462)
H (0.697, -2.178, -1.132)
H (1.689, -1.262, 1.610)
H (2.518, -2.445, 0.574)
H (3.046, -1.534, -1.783)
H (4.395, -1.337, -0.630)
H (4.781, 0.126, -2.578)
H (3.152, 0.842, -2.392)
H (4.177, 2.454, 0.632)
H (2.791, 2.231, -0.476)
H (2.404, 0.885, 1.521)
H (4.012, 0.109, 1.367)
H (-2.150, 2.545, 0.936)
H (-4.455, 3.135, 0.176)

* gap between HOMO and LUMO: 8.46 eV
* total energy: -50765.2318 eV
* SMILES: O=[N+]([O-])c1cc(S(=O)(=O)NCCN2CCOCC2)ccc1Cl
* molecular weight: 349.80 g mol⁻¹

Results of the Mulliken charge analysis, in e, for atoms 1 through 4: atom 1 (O): -0.575, atom 2 (N): 0.911, atom 3 (O): -0.553, atom 4 (C): -0.276

=====

An isolated ion of composition C15H32NO and charge +1. Source: the OMol25 dataset; level of theory: ωB97M-V/def2-TZVPD.

Cartesian coordinates (Å):
C (-0.313, 1.205, -3.346)
C (0.162, 0.071, -2.441)
C (0.629, -1.109, -3.291)
C (-0.898, -0.379, -1.413)
C (-2.308, -0.531, -1.984)
C (-3.217, -1.284, -1.004)
C (-2.814, -1.060, 0.462)
C (-4.009, -1.259, 1.389)
C (-2.233, 0.346, 0.630)
C (-0.986, 0.602, -0.234)
O (0.226, 0.663, 0.538)
C (0.638, -0.506, 1.204)
C (1.605, -0.147, 2.340)
N (2.767, 0.710, 1.953)
C (3.340, 0.284, 0.664)
C (3.800, 0.602, 3.001)
C (2.340, 2.120, 1.847)
H (-1.101, 0.865, -4.011)
H (-0.686, 2.048, -2.769)
H (0.515, 1.556, -3.958)
H (1.025, 0.440, -1.869)
H (1.029, -1.909, -2.670)
H (-0.196, -1.511, -3.873)
H (1.406, -0.792, -3.982)
H (-0.587, -1.357, -1.033)
H (-2.717, 0.459, -2.183)
H (-2.272, -1.071, -2.929)
H (-4.246, -0.954, -1.150)
H (-3.187, -2.354, -1.215)
H (-2.053, -1.801, 0.733)
H (-4.440, -2.246, 1.242)
H (-3.713, -1.167, 2.432)
H (-4.777, -0.517, 1.185)
H (-3.004, 1.066, 0.353)
H (-1.986, 0.533, 1.678)
H (-1.031, 1.622, -0.628)
H (1.113, -1.209, 0.505)
H (-0.213, -1.018, 1.668)
H (1.057, 0.385, 3.120)
H (1.987, -1.082, 2.754)
H (4.248, 0.847, 0.460)
H (3.584, -0.776, 0.691)
H (2.625, 0.472, -0.134)
H (4.613, 1.297, 2.795)
H (4.206, -0.407, 3.035)
H (3.377, 0.843, 3.975)
H (1.500, 2.187, 1.158)
H (3.163, 2.732, 1.484)
H (2.030, 2.492, 2.822)

* gap between HOMO and LUMO: 10.31 eV
* total energy: -19605.7961 eV
* SMILES: CC(C)[C@@H]1CC[C@H](C)C[C@H]1OCC[N+](C)(C)C
* molecular weight: 242.43 g mol⁻¹
* charge: +1

Results of the Mulliken charge analysis, in e, for atoms 1 through 4: atom 1 (C): -1.664, atom 2 (C): 0.822, atom 3 (C): -1.650, atom 4 (C): 0.940

=====

Number 1: LUMO level 0.6936 eV. Number 2: LUMO level -0.5858 eV. Number 3: LUMO level -7.7173 eV. Number 4: LUMO level -0.7337 eV. Number 5: LUMO level -2.4722 eV.